# 1
{
  "formula": "CHBr2O3S",
  "method": "ωB97M-V/def2-TZVPD",
  "elements": ["C", "O", "O", "O", "S", "Br", "Br", "H"],
  "xyz": [[-0.5223, 0.9065, 0.9246], [3.7612, 1.5964, -0.6983], [3.0452, -0.4474, 0.4319], [1.9468, 0.2400, -1.6528], [2.7598, 0.5888, -0.5067], [-1.7689, 1.3347, -0.5957], [1.0485, 1.8970, 0.6284], [-0.4155, -0.1316, 0.7846]],
  "charge": -1,
  "homo_lumo_gap_ev": 7.14,
  "e_lumo_ev": 3.39,
  "homo_ha": -0.138,
  "total_energy_ev": -158115.0845
}

# 2
{
  "formula": "CHBr2P",
  "method": "ωB97M-V/def2-TZVPD",
  "elements": ["C", "P", "Br", "Br", "H"],
  "xyz": [[0.6054, -0.8311, -0.2132], [-1.9155, 0.0667, 0.8157], [1.8784, 0.1034, 0.7703], [0.8269, -0.7097, -2.0568], [-1.3953, 1.3707, 0.6841]],
  "charge": 0,
  "homo_lumo_gap_ev": [6.27, 6.50],
  "e_lumo_ev": [-1.88, -1.91],
  "homo_ha": [-0.300, -0.309],
  "total_energy_ev": -150420.8884
}

# 3
{
  "formula": "CHBr4O2P",
  "method": "ωB97M-V/def2-TZVPD",
  "elements": ["C", "O", "O", "P", "Br", "Br", "Br", "Br", "H"],
  "xyz": [[3.3689, 0.9142, -0.4254], [-0.0804, 0.5729, -0.8881], [2.1972, 0.9423, -0.2101], [-0.3255, 1.0684, 0.5506], [0.8710, -0.2997, 1.9341], [4.6082, 2.0713, 0.1959], [4.1026, -0.3579, -1.7476], [0.5379, 3.1051, 0.5208], [0.3645, 1.0149, -1.5700]],
  "charge": 0,
  "homo_lumo_gap_ev": 8.70,
  "e_lumo_ev": -0.31,
  "homo_ha": -0.331,
  "total_energy_ev": -294607.4995
}

# 4
{
  "formula": "CHBrCl2O2S",
  "method": "ωB97M-V/def2-TZVPD",
  "elements": ["C", "O", "O", "S", "Cl", "Cl", "Br", "H"],
  "xyz": [[-1.1224, -0.1997, -0.1188], [1.1590, 0.1846, 1.8819], [1.0733, 1.4694, -0.3095], [0.8650, 0.2665, 0.4418], [-1.5233, 1.4305, -0.1810], [-0.9166, -1.0739, -1.5694], [2.0483, -1.2129, -0.6787], [-1.5834, -0.8645, 0.5338]],
  "charge": 0,
  "homo_lumo_gap_ev": 9.69,
  "e_lumo_ev": -0.93,
  "homo_ha": -0.390,
  "total_energy_ev": -111068.6339
}

For reference, ΔE to the lowest compared entry with this formula, charge and spin by record: 0.00 96.08 23.06 26.61 kcal/mol.